No. 1
Formula: C24H44GaNO17P
Source: the Open Molecules 2025 dataset
Level of theory: ωB97M-V with the def2-TZVPD basis set

Geometry as ORCA input:
```
! RIJCOSX wB97M-V def2-TZVPD def2/J DEFGRID3
* xyz -1 1
C 0.259 5.747 -2.323
P -1.540 5.148 -2.308
O -2.454 6.604 -2.545
Ga -2.034 4.237 -0.171
C -0.241 3.358 0.459
C 0.266 2.399 -0.646
O 1.522 1.774 -0.265
C -0.771 1.273 -0.961
N -1.106 1.266 -2.395
H 0.291 6.560 -3.076
H 0.589 6.177 -1.359
H 0.935 4.939 -2.642
H -2.568 6.627 -3.489
H -2.561 5.353 0.869
H -3.145 3.077 -0.381
H -0.422 2.818 1.400
H 0.445 4.215 0.610
H 0.439 2.983 -1.565
H 2.220 2.294 -0.658
H -0.373 0.276 -0.697
H -1.706 1.401 -0.397
H -1.860 1.908 -2.597
H -0.306 1.520 -2.954
C -2.802 -2.092 2.958
C -2.299 -0.691 3.221
C -2.996 0.012 4.356
O -2.874 1.386 3.983
C -2.784 1.423 2.623
O -2.861 2.402 1.967
O -2.590 0.174 2.120
H -2.270 -2.533 2.114
H -2.662 -2.730 3.832
H -3.860 -2.086 2.691
H -1.214 -0.700 3.364
H -2.521 -0.169 5.320
H -4.059 -0.238 4.428
C 5.574 -0.514 -2.826
C 4.431 0.360 -3.286
C 4.634 0.969 -4.646
O 3.868 2.171 -4.556
C 3.836 2.527 -3.247
O 3.451 3.573 -2.844
O 4.309 1.525 -2.458
H 5.373 -0.908 -1.830
H 5.730 -1.352 -3.505
H 6.499 0.063 -2.756
H 3.488 -0.193 -3.232
H 4.265 0.335 -5.451
H 5.676 1.234 -4.848
C -1.479 -6.615 0.868
C -2.203 -6.253 2.144
C -2.826 -7.427 2.849
O -3.924 -6.822 3.532
C -4.281 -5.723 2.817
O -5.274 -5.102 2.994
O -3.348 -5.434 1.871
H -1.067 -5.721 0.398
H -0.663 -7.312 1.064
H -2.163 -7.063 0.146
H -1.539 -5.693 2.810
H -2.147 -7.903 3.556
H -3.216 -8.184 2.163
C 10.084 -1.992 -0.737
C 8.676 -2.502 -0.539
C 8.600 -3.938 -0.093
O 7.336 -4.351 -0.617
C 7.086 -3.582 -1.706
O 6.222 -3.789 -2.489
O 7.962 -2.545 -1.783
H 10.068 -0.955 -1.076
H 10.655 -2.046 0.190
H 10.601 -2.568 -1.507
H 8.128 -1.843 0.142
H 8.622 -4.044 0.991
H 9.381 -4.566 -0.530
C -5.987 4.270 1.268
C -6.969 3.147 1.487
C -6.556 1.847 0.853
O -7.823 1.218 0.604
C -8.737 2.207 0.456
O -9.843 2.046 0.050
O -8.223 3.404 0.830
H -6.347 5.190 1.734
H -5.011 4.024 1.686
H -5.870 4.483 0.205
H -7.171 3.023 2.557
H -5.941 1.234 1.509
H -6.037 1.980 -0.100
*
```

Results
orbital gap: 4.8 eV
strongest force on any atom: 1.6 eV/A
energy: -4540.9520 hartree
highest occupied orbital energy: -3.205 eV

***

No. 2
Formula: C26H18ClFeN2O2
Source: the Open Molecules 2025 dataset
Level of theory: ωB97M-V with the def2-TZVPD basis set

Geometry as ORCA input:
```
! RIJCOSX wB97M-V def2-TZVPD def2/J DEFGRID3
* xyz -1 5
Fe -0.025 -0.516 -0.064
C -0.401 3.018 2.676
C 0.551 3.871 2.134
C 1.150 3.545 0.934
C 0.792 2.364 0.276
N -0.130 1.550 0.815
C -0.698 1.866 1.974
C 1.403 1.912 -1.001
C 2.160 2.798 -1.774
C 2.742 2.365 -2.952
C 2.564 1.047 -3.355
C 1.798 0.183 -2.583
C 1.186 0.576 -1.386
H -0.891 3.231 3.615
H 0.831 4.781 2.651
H 1.910 4.188 0.516
H -1.426 1.155 2.351
H 2.287 3.833 -1.479
H 3.324 3.052 -3.556
H 3.017 0.698 -4.277
H 1.667 -0.837 -2.932
Cl 3.221 -6.435 5.165
C 2.535 -5.260 4.070
C 2.119 -5.669 2.814
C 1.580 -4.730 1.949
C 1.453 -3.403 2.339
C 1.873 -3.015 3.605
C 2.420 -3.942 4.479
C 0.868 -2.395 1.390
O 0.689 -1.209 1.811
O 0.575 -2.737 0.228
H 2.221 -6.706 2.523
H 1.248 -5.009 0.958
H 1.765 -1.978 3.891
H 2.754 -3.653 5.467
C -2.067 -1.033 -0.648
C -2.695 -0.077 -1.486
C -3.185 1.158 -0.985
C -3.793 2.086 -1.794
C -3.956 1.848 -3.166
C -3.475 0.639 -3.689
C -2.866 -0.288 -2.880
C -4.599 2.807 -4.005
N -5.122 3.580 -4.682
H -1.872 -2.037 -1.001
H -2.186 -0.842 0.424
H -3.071 1.370 0.072
H -4.154 3.017 -1.374
H -3.589 0.441 -4.748
H -2.500 -1.212 -3.310
*
```

Results
orbital gap (spin up / spin down): 6.0 / 6.5 eV
strongest force on any atom: 0.9 eV/A
energy: -2985.5742 hartree
energy above the lowest of the compared OMol25 structures with the same formula, charge and spin: 0.000 eV
highest occupied orbital energy (spin up / spin down): -3.608 / -4.059 eV

***

No. 3
Formula: C2H3LiNdO
Source: the Open Molecules 2025 dataset
Level of theory: ωB97M-V with the def2-TZVPD basis set

Geometry as ORCA input:
```
! RIJCOSX wB97M-V def2-TZVPD def2/J DEFGRID3
* xyz 2 5
O -0.843 0.668 -1.662
C -1.283 -0.089 -0.665
Li 2.389 1.487 0.921
Nd 1.716 -1.036 -1.658
H -1.394 -1.149 -0.976
C -0.003 0.029 0.971
H -0.303 -0.860 1.548
H -0.279 0.949 1.522
*
```

Results
orbital gap (spin up / spin down): 6.3 / 6.4 eV
strongest force on any atom: 8.2 eV/A
energy: -721.3276 hartree
energy above the lowest of the compared OMol25 structures with the same formula, charge and spin: 0.844 eV
highest occupied orbital energy (spin up / spin down): -16.038 / -16.057 eV

***

No. 4
Formula: CH2FN5
Source: the Open Molecules 2025 dataset
Level of theory: ωB97M-V with the def2-TZVPD basis set

Geometry as ORCA input:
```
! RIJCOSX wB97M-V def2-TZVPD def2/J DEFGRID3
* xyz 0 1
C 2.544 -1.151 3.531
N 3.017 -1.752 4.368
N 2.055 -0.253 2.741
N 1.355 -0.501 1.759
N -0.065 -0.385 -0.112
N 0.640 0.137 1.033
F 0.466 1.852 0.995
H -0.047 0.584 -0.669
H -1.083 -0.438 0.172
*
```

Results
orbital gap (spin up / spin down): 8.7 / 8.7 eV
strongest force on any atom: 4.1 eV/A
energy: -412.7098 hartree
energy above the lowest of the compared OMol25 structures with the same formula, charge and spin: 1.517 eV
highest occupied orbital energy (spin up / spin down): -10.378 / -10.378 eV

***

No. 5
Formula: C58H43N5O2RuS
Source: the Open Molecules 2025 dataset
Level of theory: ωB97M-V with the def2-TZVPD basis set

Geometry as ORCA input:
```
! RIJCOSX wB97M-V def2-TZVPD def2/J DEFGRID3
* xyz 1 6
Ru 0.617 0.470 -0.012
C -0.795 5.380 -5.805
C -1.658 4.304 -5.666
C -1.516 3.424 -4.608
C -0.498 3.604 -3.675
C 0.346 4.709 -3.805
C 0.199 5.587 -4.861
C -0.260 2.656 -2.573
C -0.328 3.130 -1.271
C -0.773 4.448 -0.911
C -0.789 4.507 0.443
C -0.374 3.220 0.923
N -0.082 2.410 -0.137
C -0.294 2.869 2.264
C 0.221 1.632 2.727
C 0.266 1.229 4.077
C 1.081 0.114 4.129
C 1.525 -0.130 2.811
C 2.512 -1.090 2.453
C 3.262 -1.661 3.582
C 3.298 -3.030 3.842
C 3.904 -3.507 4.991
C 4.493 -2.631 5.889
C 4.501 -1.272 5.618
C 3.887 -0.792 4.479
C 2.779 -1.449 1.138
N 2.085 -1.007 0.044
C 2.548 -1.708 -1.030
C 2.097 -1.585 -2.342
C 2.713 -2.470 -3.344
C 2.581 -3.855 -3.257
C 3.215 -4.678 -4.170
C 3.998 -4.133 -5.176
C 4.145 -2.757 -5.262
C 3.498 -1.931 -4.362
C 1.206 -0.587 -2.793
C 0.819 -0.411 -4.140
C 0.177 0.807 -4.214
C 0.145 1.334 -2.906
N 0.722 0.451 -2.033
C 3.605 -2.581 -0.615
C 3.762 -2.409 0.723
N 0.925 0.746 1.953
C -0.552 3.909 3.277
C -1.810 4.461 3.499
C -1.967 5.468 4.436
C -0.873 5.942 5.143
C 0.384 5.404 4.919
C 0.541 4.385 4.001
H -0.902 6.058 -6.639
H -2.447 4.151 -6.386
H -2.215 2.612 -4.480
H 1.131 4.864 -3.080
H 0.861 6.437 -4.948
H -1.063 5.207 -1.609
H -1.044 5.340 1.067
H -0.229 1.717 4.892
H 1.345 -0.462 4.995
H 2.825 -3.714 3.151
H 3.900 -4.567 5.197
H 4.947 -3.005 6.792
H 4.968 -0.582 6.303
H 3.898 0.264 4.258
H 1.969 -4.278 -2.473
H 3.104 -5.749 -4.095
H 4.496 -4.775 -5.887
H 4.770 -2.326 -6.031
H 3.627 -0.860 -4.417
H 1.007 -1.095 -4.944
H -0.215 1.282 -5.091
H 4.156 -3.221 -1.276
H 4.480 -2.885 1.360
H -2.661 4.088 2.947
H -2.945 5.890 4.615
H -0.994 6.737 5.862
H 1.242 5.786 5.454
H 1.516 3.963 3.807
O -1.864 0.304 0.016
S -2.636 -0.756 0.720
C -4.376 -0.372 0.343
C -4.706 0.302 -0.816
C -6.038 0.550 -1.097
C -7.024 0.123 -0.221
C -6.682 -0.554 0.938
C -5.351 -0.804 1.225
C -2.672 -2.174 -0.417
C -3.428 -3.291 -0.108
C -3.469 -4.349 -1.001
C -2.747 -4.284 -2.183
C -1.972 -3.171 -2.470
C -1.935 -2.110 -1.582
H -3.920 0.628 -1.481
H -6.302 1.077 -2.000
H -8.061 0.322 -0.441
H -7.446 -0.882 1.625
H -5.070 -1.327 2.125
H -3.995 -3.324 0.809
H -4.065 -5.221 -0.777
H -2.790 -5.102 -2.886
H -1.398 -3.131 -3.385
H -1.339 -1.228 -1.781
C 0.342 -4.008 1.184
C -0.126 -2.682 1.716
N -0.308 -2.588 3.042
O -0.369 -1.738 0.969
H 0.541 -4.726 1.974
H 1.243 -3.844 0.594
H -0.417 -4.412 0.515
H -0.079 -3.338 3.672
H -0.555 -1.694 3.445
*
```

Results
orbital gap (spin up / spin down): 4.6 / 4.6 eV
strongest force on any atom: 2.0 eV/A
energy: -3153.1409 hartree
highest occupied orbital energy (spin up / spin down): -7.862 / -9.875 eV

***

No. 6
Formula: C9H18Cl2NdOS
Source: the Open Molecules 2025 dataset
Level of theory: ωB97M-V with the def2-TZVPD basis set

Geometry as ORCA input:
```
! RIJCOSX wB97M-V def2-TZVPD def2/J DEFGRID3
* xyz -1 4
Nd 2.571 0.220 -0.366
Cl 2.178 -2.333 -0.296
Cl 1.728 2.280 0.978
C 4.819 0.145 0.040
H 5.490 0.967 0.407
H 5.462 -0.475 -0.666
C -0.751 1.840 -1.470
C 0.207 0.988 -1.698
H -0.574 2.835 -1.044
C -0.022 -0.398 -2.316
H 1.216 1.454 -1.866
C -1.161 -0.363 -3.377
H 0.882 -0.810 -2.789
H -0.306 -1.186 -1.587
C -2.403 0.349 -2.810
H -0.831 0.128 -4.303
H -1.426 -1.399 -3.616
C -2.143 1.583 -1.915
H -3.067 0.602 -3.648
H -2.942 -0.406 -2.222
H -2.496 2.468 -2.462
H -2.781 1.449 -1.042
C -1.401 -0.141 4.089
S 0.166 -0.343 3.196
C 0.623 -1.928 3.946
O -0.115 -0.601 1.739
H -1.140 0.078 5.132
H -1.994 -1.063 4.024
H -1.940 0.708 3.654
H -0.266 -2.370 4.424
H 1.030 -2.584 3.165
H 1.387 -1.691 4.699
*
```

Results
orbital gap (spin up / spin down): 4.0 / 4.1 eV
strongest force on any atom: 2.9 eV/A
energy: -2308.9038 hartree
energy above the lowest of the compared OMol25 structures with the same formula, charge and spin: 1.623 eV
highest occupied orbital energy (spin up / spin down): -1.532 / -1.631 eV